4 unconnected molecules or ions with the total composition C16H21N3O3S in a non-equilibrium geometry. Source: the OMol25 dataset; level of theory: ωB97M-V/def2-TZVPD.

```
44
Properties=species:S:1:pos:R:3:lowdin_charge:R:1
S -3.2409 4.0680 -2.7561 0.6045
O 0.2658 3.1994 2.1473 0.0970
O -1.1149 1.5845 1.0434 -0.0290
O -1.3032 4.5131 1.1295 0.0435
N 1.8852 0.0899 0.1073 0.0208
N 0.2360 -4.8833 -0.0955 0.0123
N 0.5914 2.1509 -0.5208 0.0294
C -0.1840 1.2161 0.1241 -0.2517
C -0.6763 3.9431 -1.6523 -0.1809
C 1.5562 -4.7550 0.3585 -0.1633
C 3.7303 -5.1677 1.2466 -0.0946
C 2.5765 -5.6424 0.7150 -0.0631
C -0.4158 -1.4190 0.6869 -0.0786
C 3.8155 -3.7702 1.7943 -0.0127
C -0.5457 -3.7750 0.1123 -0.1014
C -0.2097 3.5810 1.1084 -0.4300
C 2.6486 -2.9574 1.3331 -0.0281
C -4.9298 3.2282 -2.0734 -0.5103
C 1.5346 -3.3218 0.5840 -0.1952
C -2.1651 3.5799 -1.3873 -0.6090
C 0.3212 -2.7155 0.3149 -0.2249
C 0.1669 3.3932 -0.4307 -0.3555
C 0.3954 -0.2726 -0.1654 -0.2163
H 4.7010 -5.7440 1.1582 0.1163
H 1.0691 4.3002 -0.5082 0.2021
H 4.6170 -3.4615 2.4199 0.0661
H 2.7640 -1.8051 1.4726 0.1017
H -2.5610 3.8288 -0.3576 0.0865
H 1.6574 1.9407 -0.6335 0.1945
H 2.0167 0.1457 1.0828 0.0579
H -0.4636 -0.9264 1.7449 0.1333
H 0.3472 -0.4243 -1.2766 0.1431
H -4.6538 1.7528 -0.9163 0.1870
H -0.2199 5.1196 -1.3608 0.1744
H -1.5703 4.4445 2.0040 0.0682
H -1.6311 -1.4526 0.2821 0.1810
H -2.2496 2.5070 -1.2877 0.0324
H -5.8607 4.5544 -1.3566 0.1546
H 2.6205 -6.5420 0.2977 0.0621
H 2.3948 -0.6089 -0.5353 0.1250
H -0.5385 -5.7802 0.0950 0.2423
H -0.1492 3.4701 -2.5659 0.1358
H -5.5133 2.7160 -3.4079 0.1050
H -1.7147 -3.9020 -0.0746 0.1674
```

Summary:
Lowest unoccupied orbital energy (eV): -0.96
Gap between HOMO and LUMO (eV): 7.2
Maximum force (eV/Å): 7.7
Energy above the lowest of the compared OMol25 structures with the same formula, charge and spin (kJ/mol): 1782.4
Calculated total energy (a.u.): -1409.8727
Highest occupied orbital energy (hartree): -0.3015

=====

C16H21N3O5S in the gas phase in a non-equilibrium geometry. Source: the OMol25 dataset; level of theory: ωB97M-V/def2-TZVPD.

```
46
Properties=species:S:1:pos:R:3:lowdin_charge:R:1
S 0.6006 -2.6080 0.3529 0.6653
O -4.8905 2.0028 -1.3635 0.1367
O 1.4243 -1.8061 1.2143 -0.3001
O -2.8747 0.9566 -1.2584 0.1760
O 1.1945 0.4871 -2.5622 0.0442
O 0.3951 -3.9819 0.7190 -0.2920
N 1.2509 -2.4910 -1.1752 -0.1167
N 2.5124 0.7142 -0.7486 0.1095
N -4.5677 0.1097 -0.0913 -0.0022
C 1.6432 2.3302 2.2258 -0.1852
C -5.8961 -0.0310 0.4371 0.0027
C -2.4241 -0.1473 -0.5994 -0.1563
C 1.8112 1.8488 -0.1818 -0.2815
C -1.0028 -1.8349 0.1827 -0.2619
C 1.0511 1.4645 1.1072 -0.1265
C -3.3036 -1.8310 0.9175 0.0182
C 2.1295 0.1069 -1.8843 -0.5139
C 2.9640 -1.1107 -2.2658 -0.0838
C -2.0343 -2.3892 0.9232 -0.0553
C -1.1629 -0.7022 -0.6021 0.0455
C -3.4818 -0.6958 0.1467 -0.1400
C -4.1906 1.1241 -0.9532 -0.4752
C 2.8112 2.9365 0.2411 -0.1406
C 3.0424 2.6796 1.7273 -0.1967
C 2.6773 -2.2670 -1.3014 -0.2271
H -4.1107 -2.2599 1.4881 0.1149
H -6.4937 0.7859 0.0347 0.0973
H -1.8206 -3.2760 1.4976 0.1128
H 2.6850 -1.3943 -3.2809 0.1199
H 4.0270 -0.8687 -2.2399 0.1192
H 3.4689 3.5407 2.2396 0.1061
H 3.0264 -2.0173 -0.2971 0.1007
H 1.2101 0.4062 1.3173 0.0826
H 3.7249 2.8931 -0.3502 0.1117
H 1.6580 1.8082 3.1807 0.1069
H 1.0608 3.2454 2.3436 0.1097
H 0.8614 -3.1647 -1.8126 0.1234
H 3.2100 0.2829 -0.1634 0.1483
H -0.0203 1.6251 0.9988 0.1074
H 2.3606 3.9196 0.1041 0.1158
H 1.1375 2.1983 -0.9675 0.1452
H 3.7118 1.8293 1.8670 0.1083
H -0.3641 -0.2889 -1.1938 0.1020
H -5.8809 0.0283 1.5266 0.0999
H 3.1976 -3.1725 -1.6321 0.1249
H -6.3283 -0.9855 0.1322 0.0999
```

Summary:
Lowest unoccupied orbital energy (eV): 0.57
SMILES: Cn1c(=O)oc2cc(S(=O)(=O)NCCC(=O)NC3CCCC3)ccc21
Gap between HOMO and LUMO (eV): 9.4
Maximum force (eV/Å): 1.1
Energy above the lowest of the compared OMol25 structures with the same formula, charge and spin (kJ/mol): 93.1
Calculated total energy (a.u.): -1561.0012
Highest occupied orbital energy (hartree): -0.3252

=====

C16H21N5O2 in the gas phase in a non-equilibrium geometry. Source: the OMol25 dataset; level of theory: ωB97M-V/def2-TZVPD.

```
44
Properties=species:S:1:pos:R:3:lowdin_charge:R:1
O -1.9737 2.1410 -4.7065 -0.0797
O 0.8448 1.5894 -3.2440 -0.1342
N 0.9272 -2.4484 1.1709 0.1643
N -1.0039 1.6409 2.8548 0.1588
N -0.8222 0.5856 0.7367 0.1391
N -0.2648 -0.5647 0.3537 -0.0044
N -0.9080 -0.2372 -1.8189 0.0788
C -0.0043 0.4282 4.6793 -0.0035
C -0.7376 -0.3084 -3.2455 -0.1479
C 0.3948 -2.2176 -1.1484 0.0381
C 0.4095 -0.6221 3.8903 -0.2072
C -0.6116 0.6415 2.0580 -0.2904
C 0.3544 2.6403 -4.0385 -0.1939
C -0.2449 -1.0081 -0.9305 -0.2187
C 0.3177 -1.2907 1.3800 -0.1773
C -1.1357 2.6443 5.0229 -0.0423
C 1.1246 -1.8194 4.4243 -0.0304
C 0.9664 -2.9038 -0.0661 -0.3305
C 0.0988 -0.5135 2.5296 -0.0519
C -1.1481 2.9409 -3.8899 -0.2259
C -0.7007 1.5248 4.1272 -0.3344
C 1.6618 -4.2101 -0.2853 -0.0354
C 0.6169 0.2749 -3.6950 -0.1874
H 0.5847 2.4540 -5.1001 0.1263
H 0.2004 0.4237 5.7401 0.1148
H 1.4245 -0.3162 -3.2514 0.1219
H -1.8004 2.3488 -5.6313 0.0951
H 0.9159 3.5172 -3.7058 0.1268
H -1.7991 2.2688 5.8006 0.0787
H 2.0230 -4.5916 0.6646 0.0761
H 0.4526 -2.6345 -2.1395 0.1098
H -1.4585 2.7478 -2.8613 0.1241
H 1.6939 -2.2961 3.6308 0.0660
H -1.5559 0.2454 -3.7077 0.1045
H -0.7945 -1.3510 -3.5675 0.1206
H -1.3149 4.0029 -4.1104 0.1193
H -1.1605 0.6625 -1.4250 0.1202
H -0.2715 3.0981 5.5057 0.0787
H 2.5032 -4.0812 -0.9643 0.0813
H 1.7826 -1.5450 5.2462 0.0803
H 0.6937 0.2177 -4.7898 0.1258
H -1.6563 3.3950 4.4365 0.0732
H 0.3976 -2.5413 4.7976 0.0916
H 0.9779 -4.9327 -0.7272 0.0812
```

Summary:
Lowest unoccupied orbital energy (eV): 0.66
SMILES: Cc1cc(C)c2c(n1)nn1c(NCCOCCO)cc(C)nc21
Gap between HOMO and LUMO (eV): 8.2
Maximum force (eV/Å): 1.3
Energy above the lowest of the compared OMol25 structures with the same formula, charge and spin (kJ/mol): 243.2
Calculated total energy (a.u.): -1046.5537
Highest occupied orbital energy (hartree): -0.2757

=====

C16H21NO in the gas phase. Source: the OMol25 dataset; level of theory: ωB97M-V/def2-TZVPD.

```
39
Properties=species:S:1:pos:R:3:lowdin_charge:R:1
O -1.2659 -2.8197 -0.3215 0.0602
N -1.1241 -0.6154 0.1419 0.0682
C -4.4161 -0.4143 -1.0197 -0.0338
C -5.2359 1.7914 -0.5519 -0.0928
C 2.5765 0.1487 0.3920 -0.2619
C -4.0917 0.5458 1.1487 -0.0605
C -1.7627 -1.8033 0.1116 -0.4954
C -5.0692 0.7331 -1.4302 -0.0787
C -4.7469 1.6946 0.7390 -0.0851
C 4.5135 1.6540 -0.0901 -0.1985
C 5.1069 0.4852 -0.8707 -0.2072
C 1.1677 -0.0800 0.8641 -0.1436
C 0.2375 -0.4403 -0.3025 -0.1662
C 3.3219 -1.0660 -0.0876 -0.1586
C -3.9211 -0.5225 0.2755 -0.2539
C 3.1227 1.3570 0.3797 -0.0595
C -3.1787 -1.7559 0.6933 -0.0565
C 4.8268 -0.8175 -0.1312 -0.1996
H -3.6944 -2.6561 0.3557 0.1267
H -5.7473 2.6869 -0.8719 0.1003
H 4.5040 2.5562 -0.7076 0.1082
H 3.0977 -1.9135 0.5644 0.1208
H -4.8761 2.5146 1.4305 0.1021
H 0.5391 -1.3877 -0.7529 0.1167
H 2.9689 -1.3285 -1.0898 0.1219
H 5.1386 1.8723 0.7831 0.1138
H -5.4507 0.8029 -2.4382 0.1030
H 5.3275 -1.6525 -0.6248 0.1082
H 1.1459 -0.8967 1.5900 0.1218
H 5.2148 -0.7439 0.8869 0.1180
H 0.7904 0.8225 1.3516 0.1110
H 2.5631 2.2087 0.7452 0.1064
H 0.2772 0.3487 -1.0614 0.1315
H 4.6503 0.4390 -1.8615 0.1160
H -4.2846 -1.2388 -1.7052 0.1207
H -1.6003 0.1879 0.5228 0.1314
H 6.1811 0.6297 -1.0006 0.1065
H -3.0878 -1.8011 1.7814 0.1255
H -3.7183 0.4747 2.1617 0.1130
```

Summary:
Lowest unoccupied orbital energy (eV): 0.76
SMILES: O=C(Cc1ccccc1)NCCC1=CCCCC1
Gap between HOMO and LUMO (eV): 9.7
Maximum force (eV/Å): 0.5
Energy above the lowest of the compared OMol25 structures with the same formula, charge and spin (kJ/mol): 57.7
Calculated total energy (a.u.): -752.2979
Highest occupied orbital energy (hartree): -0.3277

=====

2 unconnected molecules or ions with the total composition C16H21NO2S2 in a non-equilibrium geometry. Source: the OMol25 dataset; level of theory: ωB97M-V/def2-TZVPD.

```
42
Properties=species:S:1:pos:R:3:lowdin_charge:R:1
S 5.6546 1.5670 3.2006 0.9271
S 5.4688 -1.2023 4.3109 0.9271
O 0.7734 -0.2055 4.1223 0.0437
O 0.2883 1.4282 2.6226 -0.0118
N 1.4704 0.0144 0.6939 0.0719
C 2.0637 2.1045 -3.8915 -0.1024
C 1.6193 -1.9962 2.1273 -0.0528
C 7.3417 1.4513 3.8611 -0.4657
C 1.8377 0.3824 -1.6672 -0.2187
C 0.7770 0.2293 2.9797 -0.4598
C -0.7077 3.4767 3.3743 -0.0811
C 7.5073 0.5992 5.1055 -0.3008
C 0.2106 2.3552 3.7481 -0.2225
C 5.0783 -0.0127 3.1831 -0.7979
C 2.5615 -0.0188 -2.8214 -0.0543
C 1.8053 -0.4436 -0.4757 -0.1196
C 2.6906 0.8434 -3.9061 -0.1037
C 7.1812 -0.8509 4.8010 -0.4666
C 1.1892 1.6345 -1.6675 -0.0344
C 1.2995 2.4836 -2.7751 -0.0915
C 1.3721 -0.5723 1.8472 -0.2854
H 1.2258 2.7302 3.9274 0.1250
H 7.3145 -1.4667 5.6976 0.0821
H -0.1471 1.8265 4.6360 0.1154
H 3.0338 -1.0091 -2.8183 0.1063
H 0.6195 1.9195 -0.7800 0.1081
H 0.7955 3.4494 -2.7592 0.0964
H 2.1769 2.7825 -4.7419 0.0949
H 8.5601 0.6498 5.4103 0.1202
H -1.7547 3.1652 3.4456 0.0798
H 1.1681 -2.1931 3.1029 0.0755
H 6.9007 0.9806 5.9362 0.1212
H 3.2856 0.5443 -4.7701 0.0965
H 2.1061 -1.5012 -0.5893 0.1073
H -0.5104 3.8575 2.3700 0.0787
H 1.1606 -2.6311 1.3587 0.0814
H 4.2880 -0.2443 2.4695 0.0025
H 7.5975 2.4942 4.0785 0.0818
H 7.9759 1.0655 3.0505 0.0902
H -0.5638 4.2926 4.0853 0.0753
H 7.8224 -1.2191 3.9875 0.0897
H 2.6869 -2.2434 2.1858 0.0707
```

Summary:
Lowest unoccupied orbital energy (eV): -2.42
Gap between HOMO and LUMO (eV): 2.9
Maximum force (eV/Å): 2.1
Energy above the lowest of the compared OMol25 structures with the same formula, charge and spin (kJ/mol): 420.8
Calculated total energy (a.u.): -1623.7407
Highest occupied orbital energy (hartree): -0.1955

=====

Short version: molar mass = 335.43; 367.43; 315.38; 243.35; 323.48 g mol⁻¹, in the order given.